[1]
DFT (ωB97M-V/def2-TZVPD) results for a 2-piece molecular cluster, C23H27N2O4 overall.

XYZ file:
```
56
Properties=species:S:1:pos:R:3:mulliken_charge:R:1
C -0.70 3.87 -3.10 -1.65
C 0.48 2.94 -3.29 1.84
C 0.06 1.78 -4.17 -1.58
C 1.66 3.70 -3.89 -1.73
O 1.03 2.45 -2.02 -0.52
C 0.20 1.83 -1.15 0.51
N 0.93 1.48 -0.02 -0.34
C 0.39 1.40 1.14 0.19
C 1.20 1.12 2.32 0.63
C 0.83 1.66 3.57 -0.27
C 1.69 1.54 4.66 -0.63
C 2.91 0.86 4.52 -0.33
C 3.24 0.25 3.30 -0.56
C 2.39 0.39 2.20 -0.38
O -0.98 1.58 -1.38 -0.56
H -0.45 4.72 -2.46 0.34
H -1.01 4.26 -4.08 0.47
H -1.56 3.33 -2.68 0.33
H 0.89 1.08 -4.34 0.35
H -0.79 1.26 -3.72 0.33
H -0.27 2.17 -5.15 0.44
H 2.51 3.03 -4.02 0.39
H 1.40 4.13 -4.86 0.40
H 1.94 4.52 -3.22 0.39
H -0.65 1.71 1.33 0.01
H -0.13 2.18 3.64 0.32
H 1.41 1.99 5.61 0.35
H 3.58 0.78 5.38 0.34
H 4.17 -0.31 3.20 0.36
H 2.64 -0.05 1.23 0.40
C -4.59 2.07 0.59 -1.30
C -3.43 1.39 1.28 0.05
O -2.91 0.40 0.35 -0.22
C -1.94 -0.40 0.84 0.27
C -1.26 -1.17 -0.23 -0.35
N -0.79 -2.33 0.07 -0.06
C -0.39 -3.30 -0.69 -0.77
C 0.22 -4.48 -0.15 0.88
C 0.84 -5.43 -1.00 -0.64
C 1.51 -6.52 -0.46 -0.37
C 1.55 -6.69 0.94 -0.44
C 0.90 -5.78 1.78 -0.38
C 0.23 -4.68 1.25 -0.57
O -1.64 -0.50 2.02 -0.68
H -4.87 2.99 1.10 0.40
H -4.34 2.31 -0.44 0.27
H -5.47 1.42 0.61 0.30
H -2.63 2.11 1.52 0.10
H -3.73 0.88 2.21 0.35
H -1.30 -0.75 -1.24 0.40
H -0.51 -3.23 -1.78 0.21
H 0.77 -5.28 -2.08 0.29
H 2.01 -7.23 -1.13 0.32
H 2.08 -7.55 1.35 0.31
H 0.90 -5.94 2.86 0.34
H -0.28 -3.96 1.88 0.42
```

E_HOMO: -0.0798 Ha
energy relative to the best compared isomer or geometry (same formula, charge and spin): 0.0 kcal/mol
E_LUMO: 2.6 eV
F_max: 3.0 eV/Å
HOMO-LUMO gap: 4.74 eV
charge: -1

---

[2]
DFT (ωB97M-V/def2-TZVPD) results for C23H27N3O4 in the gas phase.

XYZ file:
```
57
Properties=species:S:1:pos:R:3:mulliken_charge:R:1
C 3.87 -0.24 -2.37 -0.64
O 3.58 -1.58 -2.68 -0.36
C 4.01 -2.47 -1.67 -0.41
C 3.59 -3.90 -2.03 -0.71
C 2.13 -3.98 -2.49 -0.88
N 1.28 -3.07 -1.76 -0.12
C 0.69 -3.37 -0.59 -0.20
O 0.60 -4.49 -0.13 -0.70
C 0.14 -2.14 0.16 0.56
C -1.14 -2.48 0.94 -1.09
C -1.63 -1.25 1.64 0.67
C -1.24 -0.79 2.86 -0.71
N -1.86 0.41 3.12 0.14
C -2.65 0.75 2.07 -1.12
C -3.46 1.86 1.87 -0.88
C -4.14 1.94 0.67 -0.51
C -4.04 0.94 -0.29 -1.04
C -3.25 -0.17 -0.09 0.06
C -2.53 -0.28 1.10 1.14
N -0.07 -1.01 -0.72 -0.16
C 0.52 0.18 -0.46 0.72
O 1.52 0.33 0.20 -0.67
O -0.13 1.17 -1.12 -0.43
C 0.38 2.49 -0.95 -1.06
C -0.25 3.19 0.22 0.64
C 0.19 2.92 1.51 -0.13
C -0.39 3.56 2.59 -0.61
C -1.41 4.48 2.40 -0.57
C -1.86 4.74 1.12 -0.53
C -1.29 4.09 0.03 -0.63
H 4.95 -0.08 -2.28 0.34
H 3.38 0.06 -1.44 0.20
H 3.49 0.36 -3.20 0.25
H 5.10 -2.42 -1.56 0.50
H 3.56 -2.18 -0.71 0.17
H 4.23 -4.29 -2.83 0.39
H 3.74 -4.52 -1.14 0.33
H 1.74 -4.99 -2.33 0.41
H 2.06 -3.72 -3.55 0.37
H 1.40 -2.09 -1.99 0.25
H 0.93 -1.84 0.86 0.38
H -0.91 -3.27 1.64 0.40
H -1.89 -2.84 0.24 0.39
H -0.57 -1.23 3.57 0.49
H -1.72 0.96 3.95 0.26
H -3.54 2.62 2.62 0.49
H -4.77 2.80 0.48 0.43
H -4.59 1.04 -1.21 0.41
H -3.21 -0.95 -0.84 0.48
H -0.96 -0.97 -1.20 0.27
H 1.47 2.44 -0.82 0.33
H 0.15 3.01 -1.89 0.53
H 0.99 2.20 1.66 0.50
H -0.03 3.35 3.59 0.49
H -1.85 4.99 3.24 0.43
H -2.66 5.45 0.96 0.41
H -1.65 4.29 -0.96 0.36
```

E_HOMO: -0.2885 Ha
energy relative to the best compared isomer or geometry (same formula, charge and spin): 6.6 kcal/mol
E_LUMO: 0.7 eV
F_max: 0.7 eV/Å
SMILES string: COCCCNC(=O)[C@H](Cc1c[nH]c2ccccc12)NC(=O)OCc1ccccc1
HOMO-LUMO gap: 8.59 eV

---

[3]
DFT (ωB97M-V/def2-TZVPD) results for C23H27N3O4S in the gas phase.

XYZ file:
```
58
Properties=species:S:1:pos:R:3:mulliken_charge:R:1
C 1.85 1.88 -3.33 -1.76
C 0.59 1.05 -3.16 -0.42
N 0.49 0.32 -1.90 0.26
C 1.51 0.30 -1.01 -0.14
C 1.48 -0.31 0.20 -0.78
C 2.70 -0.10 1.05 0.05
O 3.67 0.50 0.60 -0.73
N 2.63 -0.60 2.30 -0.17
C 3.46 -0.06 3.34 -0.91
C 2.71 1.09 4.07 -1.31
C 2.17 2.04 3.04 0.68
C 2.98 3.01 2.48 -0.51
C 2.52 3.79 1.43 -0.67
C 1.24 3.61 0.92 0.96
C 0.75 4.46 -0.22 -1.65
C 0.43 2.66 1.50 -0.65
C 0.88 1.88 2.55 -0.18
C 0.28 -0.97 0.66 1.62
O 0.14 -1.51 1.76 -0.91
C -0.80 -0.97 -0.33 0.39
C -2.00 -1.61 0.00 -0.39
C -3.04 -1.66 -0.90 -0.21
S -4.54 -2.57 -0.51 1.22
O -4.82 -2.43 0.89 -0.70
O -5.54 -2.20 -1.47 -0.72
N -4.15 -4.17 -0.79 0.03
C -3.89 -4.48 -2.17 -0.88
C -3.25 -4.76 0.17 -0.89
C -2.91 -1.07 -2.15 -1.13
C -1.75 -0.41 -2.49 -0.74
C -0.67 -0.34 -1.59 0.32
H 2.74 1.26 -3.37 0.42
H 1.77 2.43 -4.27 0.43
H 1.96 2.60 -2.52 0.33
H -0.27 1.72 -3.22 0.46
H 0.53 0.32 -3.98 0.43
H 2.42 0.81 -1.27 0.75
H 1.75 -1.03 2.56 0.32
H 3.72 -0.85 4.05 0.37
H 4.36 0.33 2.87 0.44
H 3.41 1.59 4.75 0.44
H 1.89 0.66 4.66 0.34
H 3.99 3.15 2.84 0.39
H 3.17 4.54 0.99 0.38
H -0.02 3.94 -0.79 0.29
H 0.32 5.38 0.16 0.38
H 1.57 4.73 -0.89 0.37
H -0.58 2.50 1.12 0.40
H 0.23 1.13 2.98 0.38
H -2.09 -2.05 0.98 0.67
H -4.61 -3.94 -2.77 0.32
H -4.03 -5.55 -2.33 0.34
H -2.87 -4.21 -2.47 0.30
H -3.53 -4.38 1.15 0.31
H -3.37 -5.84 0.16 0.33
H -2.20 -4.52 -0.03 0.33
H -3.74 -1.13 -2.83 0.53
H -1.68 0.04 -3.47 0.45
```

E_HOMO: -0.3186 Ha
energy relative to the best compared isomer or geometry (same formula, charge and spin): 26.3 kcal/mol
E_LUMO: -0.1 eV
F_max: 1.1 eV/Å
SMILES string: CCn1cc(C(=O)NCCc2ccc(C)cc2)c(=O)c2cc(S(=O)(=O)N(C)C)ccc21
HOMO-LUMO gap: 8.52 eV

---

[4]
DFT (ωB97M-V/def2-TZVPD) results for a 2-piece molecular cluster, C23H27N5O3 overall.

XYZ file:
```
58
Properties=species:S:1:pos:R:3:mulliken_charge:R:1
C 5.45 -2.12 -0.42 -0.78
N 4.47 -1.04 -0.49 -0.11
C 3.13 -1.07 -0.53 -0.07
O 2.57 0.01 -0.69 -0.69
C 2.24 -2.34 -0.39 0.23
C 1.11 -2.14 0.63 -0.56
C -0.10 -3.05 0.44 0.29
C -0.04 -4.42 0.78 -0.21
C -1.15 -5.25 0.58 -0.74
C -2.34 -4.72 0.05 -0.40
C -2.41 -3.35 -0.28 -0.64
C -1.29 -2.53 -0.09 -0.43
N 2.92 -3.60 -0.06 0.09
C 3.33 -4.50 -0.96 0.60
C 3.91 -5.78 -0.40 -1.24
O 3.28 -4.32 -2.17 -0.66
H 5.32 -2.70 0.49 0.22
H 5.36 -2.76 -1.30 0.26
H 6.46 -1.69 -0.41 0.35
H 4.84 -0.11 -0.59 0.31
H 1.77 -2.46 -1.37 0.43
H 1.50 -2.27 1.64 0.54
H 0.75 -1.12 0.57 -0.05
H 0.87 -4.84 1.20 0.32
H -1.10 -6.30 0.84 0.38
H -3.20 -5.35 -0.10 0.38
H -3.32 -2.94 -0.69 0.39
H -1.35 -1.48 -0.36 0.46
H 3.03 -3.83 0.91 0.35
H 4.21 -6.42 -1.23 0.35
H 3.16 -6.29 0.19 0.29
H 4.78 -5.55 0.21 0.31
C -5.44 7.04 -1.29 -0.67
O -4.85 6.29 -0.22 -0.40
C -3.84 5.43 -0.57 0.14
C -3.21 4.76 0.44 -0.25
C -2.17 3.90 0.11 0.62
C -1.37 3.16 1.12 0.74
C -1.65 3.20 2.51 -0.43
C -0.86 2.49 3.42 -0.76
C 0.23 1.73 2.98 -0.49
C 0.52 1.68 1.62 -0.22
C -0.27 2.37 0.71 -0.66
N -1.84 3.75 -1.17 -0.50
C -2.53 4.40 -2.05 0.16
N -2.13 4.27 -3.31 -0.50
N -3.49 5.26 -1.84 -0.48
H -6.23 7.69 -0.90 0.26
H -5.89 6.38 -2.04 0.29
H -4.69 7.68 -1.78 0.29
H -3.53 4.94 1.46 0.45
H -2.48 3.77 2.90 0.28
H -1.09 2.53 4.48 0.37
H 0.85 1.19 3.69 0.40
H 1.37 1.11 1.27 0.42
H 0.00 2.30 -0.35 0.46
H -2.38 5.08 -3.86 0.25
H -1.19 3.92 -3.35 0.25
```

E_HOMO: -0.3081 Ha
energy relative to the best compared isomer or geometry (same formula, charge and spin): 26.4 kcal/mol
E_LUMO: 0.5 eV
F_max: 2.9 eV/Å
SMILES string: CNC(=O)[C@H](Cc1ccccc1)NC(C)=O.COc1cc(-c2ccccc2)nc(N)n1
HOMO-LUMO gap: 8.89 eV